Version i
An isolated molecule of CH5N3OS. Source: the OMol25 dataset; level of theory: ωB97M-V/def2-TZVPD.

Structure (ORCA input):
```
! RIJCOSX wB97M-V def2-TZVPD def2/J DEFGRID3
* xyz 0 1
C 1.177 -0.406 0.149
N 1.359 0.240 -1.043
N -0.180 -0.914 0.274
N -1.165 1.457 0.260
O -2.592 -0.496 -0.619
S -1.630 -0.018 0.362
H 1.744 -1.352 0.104
H 1.485 0.128 1.071
H 1.858 1.119 -0.955
H -0.292 -1.841 0.653
H -1.763 2.082 -0.256
*
```

Gap between HOMO and LUMO (spin up / spin down) (eV): 8.42 / 8.19
Molar mass (g/mol): 107.138

=====

Version ii
A structure of composition CH5N3OS. Source: the OMol25 dataset; level of theory: ωB97M-V/def2-TZVPD.

Structure (ORCA input):
```
! RIJCOSX wB97M-V def2-TZVPD def2/J DEFGRID3
* xyz 0 1
C 0.902 0.472 0.184
N 0.804 -0.930 -0.195
N -0.240 1.181 -0.361
N -0.518 -1.314 -0.078
O -2.303 0.253 0.913
S -1.602 0.084 -0.335
H 0.823 0.517 1.277
H 1.848 0.906 -0.138
H 1.109 -1.101 -1.151
H -0.090 1.490 -1.313
H -0.733 -1.558 1.196
*
```

Gap between HOMO and LUMO (eV): 10.05
Molar mass (g/mol): 107.138

=====

Version iii
An isolated molecule of CH5N3OS. Source: the OMol25 dataset; level of theory: ωB97M-V/def2-TZVPD.

Structure (ORCA input):
```
! RIJCOSX wB97M-V def2-TZVPD def2/J DEFGRID3
* xyz 0 1
H -0.798 -1.425 1.571
N -1.041 -1.257 0.553
C -0.214 -0.370 0.155
N 0.673 0.343 0.954
O 1.924 0.691 0.529
N -0.143 0.029 -1.169
S -1.541 0.098 -2.148
H 0.573 0.218 1.971
H 2.356 -0.154 0.442
H 0.550 0.747 -1.331
H -2.338 1.077 -1.526
*
```

Gap between HOMO and LUMO (eV): 9.64
SMILES string: [H]/N=C(\NO)NS
Molar mass (g/mol): 107.138

=====

The most stable of them is version iii.

=====

Version i
A structure of composition C9H19N2. Source: the OMol25 dataset; level of theory: ωB97M-V/def2-TZVPD.

Structure (ORCA input):
```
! RIJCOSX wB97M-V def2-TZVPD def2/J DEFGRID3
* xyz 1 1
C 2.965 0.562 -2.365
C 2.018 0.488 -1.380
C -2.107 1.837 1.201
C -2.741 0.475 1.482
C -1.520 1.793 -0.235
C -2.564 -0.234 0.142
C 3.113 -1.446 -0.198
C 0.514 -1.853 0.969
C 1.955 -0.610 -0.491
N 0.876 -0.796 0.152
N -1.350 0.331 -0.525
H 3.085 1.280 -3.061
H 3.608 -0.318 -2.287
H 1.419 1.375 -1.269
H -2.798 2.592 1.441
H -1.231 1.976 1.813
H -2.262 0.075 2.355
H -3.845 0.638 1.657
H -2.147 2.261 -0.864
H -0.659 2.413 -0.074
H -2.634 -1.328 0.217
H -3.421 0.126 -0.492
H 3.303 -1.296 0.931
H 4.054 -1.328 -0.675
H 2.818 -2.576 -0.344
H 1.319 -2.301 1.592
H -0.227 -1.548 1.756
H 0.027 -2.619 0.336
H -0.263 -0.138 -0.170
H -1.306 0.166 -1.614
*
```

Gap between HOMO and LUMO (eV): 10.06
Molar mass (g/mol): 155.265

=====

Version ii
The ion C9H19N2 with charge +1. Source: the OMol25 dataset; level of theory: ωB97M-V/def2-TZVPD.

Structure (ORCA input):
```
! RIJCOSX wB97M-V def2-TZVPD def2/J DEFGRID3
* xyz 1 1
C 2.962 -0.340 0.300
C 1.545 0.162 0.117
N 0.503 -0.622 -0.055
C 0.591 -1.875 0.798
C -0.805 -0.301 -0.539
C -1.169 -1.173 -1.835
C -2.070 -0.390 0.396
N -2.234 0.600 1.450
C -0.580 1.156 -1.045
C 0.023 2.050 0.096
C 1.499 1.627 0.061
H 3.178 -1.314 -0.145
H 3.285 -0.548 1.301
H 3.827 0.337 0.143
H -0.364 -2.269 0.814
H 0.935 -1.674 1.826
H 1.282 -2.644 0.421
H -2.086 -0.714 -2.080
H -1.457 -2.191 -1.727
H -0.486 -0.926 -2.628
H -2.960 -0.396 -0.328
H -2.192 -1.379 0.890
H -3.179 0.999 1.507
H -2.079 0.170 2.395
H -1.601 1.586 -1.215
H 0.158 0.996 -1.845
H -0.483 1.759 0.977
H -0.035 3.073 -0.103
H 1.963 2.125 -0.817
H 2.027 2.118 0.868
*
```

Gap between HOMO and LUMO (eV): 8.88
SMILES string: CC1=[N+](C)[C@@](C)(CN)CCC1
Molar mass (g/mol): 155.265

=====

The most stable of them is version ii.